1.
{"formula": "C5H7NO", "method": "wB97M-V/def2-TZVPD", "species": ["C", "C", "C", "C", "O", "C", "N", "H", "H", "H", "H", "H", "H", "H"], "positions_angstrom": [[-1.9527, 0.1645, 0.0387], [-0.6995, -0.3869, 0.7417], [0.4944, 0.3941, 0.4510], [1.8576, -0.2172, 0.3080], [2.3340, 0.4929, -0.8981], [1.2444, 0.6886, -1.5910], [0.2733, 0.7305, -2.2348], [-2.0744, 1.2278, 0.2604], [-2.8513, -0.3767, 0.3513], [-1.8496, 0.0670, -1.0462], [-0.7601, -0.1066, 1.8161], [-0.6516, -1.4864, 0.6911], [2.5001, 0.0542, 1.1580], [1.9811, -1.2857, 0.0711]], "atomic_forces_ev_per_a": [[-0.084, 0.039, 0.020], [0.129, -0.046, -0.011], [-0.181, -0.008, 0.475], [-0.282, -0.065, 0.137], [-0.188, 0.091, -0.258], [-0.361, -0.044, -0.813], [1.062, 0.031, 0.365], [0.027, -0.148, -0.017], [0.166, 0.072, 0.033], [0.037, -0.031, 0.224], [-0.076, -0.107, 0.075], [0.147, 0.126, -0.058], [-0.237, -0.038, -0.216], [-0.160, 0.129, 0.043]], "orbital_gap_ev": [8.01, 8.01], "lumo_energy_ev": [-0.63, -0.63], "total_charge": 0, "relative_energy_kcal_mol": 126.79, "e_homo_ev": [-8.6, -8.6]}

---

2.
{"formula": "C5H7NO", "method": "wB97M-V/def2-TZVPD", "species": ["C", "C", "C", "C", "O", "C", "N", "H", "H", "H", "H", "H", "H", "H"], "positions_angstrom": [[-1.6063, 0.0588, 0.5200], [-0.5085, -0.8921, 0.0496], [0.6979, -0.1113, -0.4249], [1.6203, 0.4646, 0.5596], [1.9809, -0.6713, -0.2125], [0.5373, 0.5672, -1.7159], [0.3720, 1.0848, -2.7378], [-1.2481, 0.6598, 1.3639], [-2.5026, -0.4802, 0.8402], [-1.8966, 0.7414, -0.2851], [-0.1759, -1.5435, 0.8660], [-0.8590, -1.5344, -0.7626], [2.1576, 1.3757, 0.3196], [1.4309, 0.2805, 1.6199]], "atomic_forces_ev_per_a": [[-0.070, 0.058, -0.006], [0.003, -0.056, -0.010], [-0.208, 0.045, 0.019], [0.087, 0.222, 0.162], [0.099, -0.185, -0.035], [-0.136, 0.438, -0.824], [0.166, -0.526, 1.081], [-0.107, -0.069, -0.132], [0.164, 0.032, -0.054], [0.004, -0.058, 0.109], [-0.009, 0.116, -0.136], [-0.017, 0.022, 0.075], [0.005, -0.031, 0.017], [0.019, -0.008, -0.266]], "orbital_gap_ev": 11.94, "lumo_energy_ev": 0.81, "total_charge": 0, "relative_energy_kcal_mol": 39.45, "smiles": "CC[C@@]1(C#N)CO1", "e_homo_ev": -11.1}

---

3.
{"formula": "C5H7NO", "method": "wB97M-V/def2-TZVPD", "species": ["C", "C", "C", "C", "C", "N", "O", "H", "H", "H", "H", "H", "H", "H"], "positions_angstrom": [[-0.5420, -1.3578, -0.3830], [-1.0105, -0.1469, 0.0291], [1.1097, 0.0937, -0.0764], [-2.3749, 0.3095, 0.2968], [2.5487, 0.5026, -0.0053], [0.0855, 0.7537, 0.2867], [0.8489, -1.2075, -0.5998], [-0.9540, -2.2948, -0.7312], [-3.1050, 0.1008, -0.5194], [-2.3889, 1.4756, 0.3830], [-2.7742, -0.1721, 1.3107], [2.7539, 0.9063, -1.0308], [3.2077, -0.2453, 0.2361], [2.5951, 1.2822, 0.8037]], "atomic_forces_ev_per_a": [[1.312, 1.732, -0.814], [1.155, -0.384, 0.159], [0.724, -2.300, -0.616], [-2.146, 1.287, 1.721], [-2.225, 2.892, -0.760], [-1.184, -1.344, -0.537], [-0.777, 1.578, 1.719], [-0.095, 0.281, 0.172], [0.587, -0.222, 0.629], [0.131, -2.203, 0.155], [0.636, 1.214, -2.139], [0.389, -0.036, 1.060], [1.358, -2.025, 0.385], [0.135, -0.471, -1.132]], "orbital_gap_ev": 9.89, "lumo_energy_ev": 1.03, "total_charge": 0, "relative_energy_kcal_mol": 22.57, "smiles": "Cc1coc(C)n1", "e_homo_ev": -8.9}

---

4.
{"formula": "C5H7NO", "method": "wB97M-V/def2-TZVPD", "species": ["C", "C", "C", "C", "N", "C", "O", "H", "H", "H", "H", "H", "H", "H"], "positions_angstrom": [[2.3853, -0.0409, 0.0499], [0.9332, 0.2284, -0.1190], [-0.0540, -0.6773, -0.2859], [-1.2912, 0.0177, -0.1457], [-2.5106, -0.6735, -0.2075], [-0.9612, 1.3226, 0.0553], [0.4082, 1.4612, 0.0744], [3.0381, 0.4704, -0.6631], [2.5145, -1.1213, -0.0751], [2.6943, 0.2226, 1.0667], [0.0562, -1.7394, -0.4439], [-2.3858, -1.5769, 0.2368], [-3.2826, -0.1918, 0.2326], [-1.5352, 2.2234, 0.2070]], "atomic_forces_ev_per_a": [[0.050, 0.053, 0.006], [0.014, -0.290, 0.068], [0.022, -0.075, 0.054], [0.165, 0.204, 0.069], [-0.096, 0.088, 0.129], [-0.361, -0.233, -0.010], [0.214, -0.123, -0.043], [-0.165, 0.053, 0.072], [0.113, 0.237, 0.026], [0.069, 0.013, -0.148], [0.080, 0.050, 0.005], [-0.255, 0.108, -0.142], [0.057, 0.031, -0.050], [0.094, -0.115, -0.036]], "orbital_gap_ev": 8.97, "lumo_energy_ev": 1.06, "total_charge": 0, "relative_energy_kcal_mol": 18.92, "smiles": "Cc1cc(N)co1", "e_homo_ev": -7.9}

---

5.
{"formula": "C5H7NO", "method": "wB97M-V/def2-TZVPD", "species": ["C", "C", "C", "C", "O", "C", "N", "H", "H", "H", "H", "H", "H", "H"], "positions_angstrom": [[-1.3696, -1.2850, 0.1325], [-0.3685, -0.2002, 0.4978], [0.8952, -0.1577, -0.4544], [1.8928, 0.9446, -0.3938], [0.7827, 2.5597, -0.6605], [-0.8859, 1.2179, 0.3437], [-0.2030, 2.0547, -0.1140], [-2.2437, -1.2564, 0.7891], [-0.9000, -2.2696, 0.2226], [-1.7083, -1.1629, -0.9014], [-0.0556, -0.3014, 1.5443], [1.5525, -1.0103, -0.1970], [0.5401, -0.3322, -1.4784], [2.0714, 1.1988, 0.6692]], "atomic_forces_ev_per_a": [[-0.026, -0.029, -0.033], [0.075, -0.170, 0.087], [-0.028, 0.102, -0.152], [-0.175, -0.135, 0.196], [-0.109, -0.159, 0.105], [0.587, 0.694, -0.357], [-0.352, -0.560, 0.279], [0.139, -0.013, -0.095], [-0.050, 0.137, 0.006], [0.041, -0.018, 0.145], [-0.055, 0.026, -0.146], [-0.045, 0.085, 0.005], [0.050, 0.009, 0.114], [-0.051, 0.030, -0.155]], "orbital_gap_ev": 7.64, "lumo_energy_ev": -0.61, "total_charge": 0, "relative_energy_kcal_mol": 175.52, "e_homo_ev": -8.2}

---

6.
{"formula": "C5H7NO", "method": "wB97M-V/def2-TZVPD", "species": ["C", "C", "C", "O", "C", "C", "N", "H", "H", "H", "H", "H", "H", "H"], "positions_angstrom": [[-1.6940, 0.3700, 0.6218], [-0.4571, -0.3717, 0.2220], [-0.3192, -1.6790, -0.1189], [0.8776, -1.9208, -0.6974], [1.5338, -0.7236, -0.7416], [0.8023, 0.2375, -0.1223], [1.2153, 1.5294, 0.2240], [-2.5774, -0.2672, 0.5269], [-1.8390, 1.2147, -0.0651], [-1.6550, 0.7747, 1.6370], [-0.9642, -2.5370, 0.0123], [2.3802, -0.6544, -1.4064], [0.5567, 2.2694, 0.0240], [2.1400, 1.7579, -0.1163]], "atomic_forces_ev_per_a": [[-0.033, -0.001, 0.082], [0.054, -0.062, -0.068], [-0.221, 0.098, 0.086], [-0.055, 0.019, -0.148], [0.001, 0.181, -0.073], [0.045, -0.178, -0.204], [-0.010, 0.126, -0.113], [0.123, 0.061, 0.113], [-0.023, -0.112, 0.156], [0.034, -0.065, -0.065], [0.032, 0.173, -0.117], [0.221, -0.171, 0.407], [0.004, -0.092, -0.043], [-0.171, 0.026, -0.013]], "orbital_gap_ev": 8.94, "lumo_energy_ev": 0.96, "total_charge": 0, "relative_energy_kcal_mol": 22.63, "smiles": "Cc1cocc1N", "e_homo_ev": -8.0}

---

7.
{"formula": "C5H7NO", "method": "wB97M-V/def2-TZVPD", "species": ["O", "C", "C", "C", "C", "C", "N", "H", "H", "H", "H", "H", "H", "H"], "positions_angstrom": [[-2.6157, -0.5959, 1.4991], [-1.4762, -1.4317, 1.5400], [-0.3758, -0.9106, 0.7110], [0.4924, -0.4183, 0.0324], [1.4948, 0.2061, -0.8064], [1.0328, 1.1059, -1.8960], [1.7084, 1.6556, -0.7297], [-2.3352, 0.2891, 1.7650], [-1.1230, -1.5791, 2.5723], [-1.8044, -2.4072, 1.1660], [2.4092, -0.3640, -0.9473], [-0.0434, 1.2297, -1.9973], [1.5973, 1.1520, -2.8230], [1.0388, 2.0684, -0.0861]], "atomic_forces_ev_per_a": [[-0.029, 0.257, 0.122], [0.226, -0.251, -0.002], [0.341, 0.191, -0.244], [-0.377, -0.166, 0.291], [0.031, -0.206, 0.007], [-0.109, -0.073, -0.279], [-0.038, 0.155, 0.200], [-0.120, -0.118, -0.059], [-0.056, 0.038, -0.189], [0.107, 0.156, 0.032], [-0.141, 0.057, 0.018], [0.188, 0.019, 0.043], [-0.065, 0.002, 0.137], [0.043, -0.061, -0.077]], "orbital_gap_ev": 10.03, "lumo_energy_ev": 0.78, "total_charge": 0, "relative_energy_kcal_mol": 77.44, "smiles": "OCC#C[C@H]1CN1", "e_homo_ev": -9.2}

---

8.
{"formula": "C5H7NO", "method": "wB97M-V/def2-TZVPD", "species": ["C", "C", "C", "C", "N", "C", "O", "H", "H", "H", "H", "H", "H", "H"], "positions_angstrom": [[-1.8907, 0.4176, 0.1263], [-0.4337, 0.2434, -0.2572], [0.6360, 0.8240, 0.6422], [1.7849, 0.2087, 0.3544], [1.5676, -0.8141, -0.5941], [0.1971, -1.1312, -0.5065], [-0.2662, -2.2401, -0.5840], [-2.0950, 1.4947, 0.1276], [-2.1367, 0.0292, 1.1186], [-2.5536, -0.0339, -0.6190], [-0.2953, 0.7234, -1.2447], [0.4599, 1.5421, 1.4291], [2.7732, 0.3460, 0.7716], [2.2349, -1.5552, -0.7409]], "atomic_forces_ev_per_a": [[-0.013, -0.005, 0.032], [-0.012, -0.046, 0.081], [0.125, 0.129, 0.061], [-0.046, 0.067, 0.141], [0.056, -0.224, 0.104], [-0.146, -0.352, -0.294], [-0.031, 0.597, -0.301], [-0.059, -0.171, 0.074], [0.096, -0.072, -0.168], [0.132, -0.043, 0.201], [-0.044, -0.061, 0.136], [0.119, 0.192, -0.263], [-0.113, 0.063, -0.035], [-0.064, -0.071, 0.230]], "orbital_gap_ev": 9.67, "lumo_energy_ev": 0.98, "total_charge": 0, "relative_energy_kcal_mol": 13.55, "smiles": "C[C@H]1C=CNC1=O", "e_homo_ev": -8.7}

---

9.
{"formula": "C5H7NO", "method": "wB97M-V/def2-TZVPD", "species": ["O", "C", "C", "N", "C", "C", "C", "H", "H", "H", "H", "H", "H", "H"], "positions_angstrom": [[0.7508, -1.3493, 1.9033], [0.3754, -0.8109, 0.8990], [-0.0641, -1.2877, -0.4798], [-0.3858, 0.0282, -1.0925], [-1.1270, 0.6990, 0.0261], [0.2453, 0.6562, 0.8327], [0.7887, 0.8506, -0.6543], [-0.9367, -1.9453, -0.4322], [0.7411, -1.8023, -1.0118], [-1.9847, 0.1338, 0.4095], [-1.4531, 1.6958, -0.3003], [0.5989, 0.7734, 1.8851], [0.6914, 1.8654, -1.0636], [1.7659, 0.4322, -0.9245]], "atomic_forces_ev_per_a": [[0.094, -1.246, -0.016], [-0.017, -0.457, -0.142], [0.017, -0.232, 0.002], [0.049, 0.050, 0.153], [-0.225, 0.098, 0.553], [-0.204, -0.284, -0.637], [0.495, 0.160, 0.332], [0.076, 0.126, -0.066], [-0.121, 0.099, -0.008], [0.174, 0.088, -0.001], [0.234, -0.245, 0.255], [-0.443, 2.043, -0.899], [0.027, -0.264, 0.344], [-0.157, 0.064, 0.131]], "orbital_gap_ev": 10.00, "lumo_energy_ev": 0.94, "total_charge": 0, "relative_energy_kcal_mol": 60.76, "e_homo_ev": -9.1}

---

10.
{"formula": "C5H7NO", "method": "wB97M-V/def2-TZVPD", "species": ["C", "N", "C", "O", "C", "C", "C", "H", "H", "H", "H", "H", "H", "H"], "positions_angstrom": [[2.6429, 0.4338, 0.5028], [1.4626, -0.3483, 0.2642], [0.2731, -0.2671, -0.0719], [-0.4605, -1.4516, -0.2706], [-1.5664, -0.7186, -0.7854], [-2.1627, 0.1080, 0.2742], [-0.9291, 0.6064, -0.4870], [2.5443, 1.5308, 0.4887], [3.0766, 0.1210, 1.4672], [3.3975, 0.1449, -0.2493], [-2.0430, -1.1092, -1.6719], [-2.0675, -0.2132, 1.3026], [-3.0989, 0.6031, 0.0363], [-0.9629, 1.5235, -1.0726]], "atomic_forces_ev_per_a": [[0.004, 0.122, -0.111], [-0.361, -0.279, -0.096], [0.616, 0.094, 0.177], [0.118, -0.052, 0.084], [-0.294, -0.114, -0.217], [-0.072, 0.027, 0.213], [0.288, 0.121, -0.199], [-0.173, -0.225, 0.007], [-0.281, 0.212, -0.273], [-0.335, 0.167, 0.187], [-0.017, 0.133, -0.006], [0.056, -0.024, 0.020], [0.188, 0.107, -0.047], [0.261, -0.287, 0.261]], "orbital_gap_ev": 10.16, "lumo_energy_ev": 1.04, "total_charge": 0, "relative_energy_kcal_mol": 70.55, "e_homo_ev": -9.1}

---

11.
{"formula": "C5H7NO", "method": "wB97M-V/def2-TZVPD", "species": ["C", "C", "C", "C", "O", "C", "N", "H", "H", "H", "H", "H", "H", "H"], "positions_angstrom": [[-0.4592, -0.7747, 1.3948], [0.2936, -0.8359, 0.1334], [0.0275, -0.0564, -1.0266], [-1.2579, 0.6973, -1.1882], [-2.1075, 0.8059, -0.3383], [2.1970, 0.7440, 0.7191], [2.2059, 1.6289, -0.0567], [-0.3724, 0.2367, 1.8074], [-0.0826, -1.4954, 2.1193], [-1.5290, -0.9017, 1.1871], [1.1205, -1.5378, 0.0601], [0.8766, 0.7378, -0.6760], [0.4622, -0.4293, -1.9582], [-1.3747, 1.1805, -2.1771]], "atomic_forces_ev_per_a": [[0.156, -0.109, -0.033], [-0.073, 0.182, -0.020], [-0.121, -0.183, 0.083], [-0.146, 0.063, 0.170], [0.281, -0.017, -0.272], [0.050, 0.845, -0.758], [0.069, -0.810, 0.814], [-0.049, -0.092, -0.095], [-0.047, 0.108, -0.076], [0.125, -0.010, -0.026], [-0.131, 0.073, 0.019], [-0.081, -0.038, -0.063], [-0.039, 0.055, 0.174], [0.005, -0.066, 0.083]], "orbital_gap_ev": 7.84, "lumo_energy_ev": -1.91, "total_charge": 0, "relative_energy_kcal_mol": 110.24, "e_homo_ev": -9.8}

---

12.
{"formula": "C5H7NO", "method": "wB97M-V/def2-TZVPD", "species": ["C", "C", "C", "C", "C", "N", "O", "H", "H", "H", "H", "H", "H", "H"], "positions_angstrom": [[1.1456, -0.9492, 0.2532], [-0.1246, -1.1176, -0.5024], [2.5418, 0.8810, -0.5389], [-1.4220, 1.0704, 0.2137], [-1.1944, -0.3432, 0.2501], [1.7982, 0.0744, -0.0052], [-2.2436, 0.2114, -0.4780], [1.1288, -1.3320, 1.3287], [0.1306, -0.6110, -1.4499], [-0.4301, -2.0903, -0.7046], [-1.1992, -0.8708, 1.2419], [2.3645, 1.9237, -0.4499], [-1.7948, 1.4736, 1.1819], [-0.7009, 1.6795, -0.3407]], "atomic_forces_ev_per_a": [[-2.018, -2.053, 3.196], [0.746, 2.936, -1.235], [0.329, -0.930, -0.161], [1.757, 1.708, 1.488], [1.989, -2.269, 0.803], [2.147, 1.662, -0.813], [-1.985, -0.956, -0.285], [0.635, 0.326, -1.479], [-0.672, -0.319, -0.063], [-0.461, -1.853, -0.143], [-1.631, 0.571, -0.601], [-0.305, 0.963, 0.332], [0.011, 0.113, -0.982], [-0.543, 0.102, -0.056]], "orbital_gap_ev": 9.07, "lumo_energy_ev": 0.95, "total_charge": 0, "relative_energy_kcal_mol": 115.18, "e_homo_ev": -8.1}